Molecular formula: H80O40
Method: DFT, wB97M-V/def2-TZVPD

The geometry in XYZ format:
```
120
Properties=species:S:1:pos:R:3:forces:R:3:mulliken_charge:R:1
H -0.395530 4.902245 -3.614285 0.6 1.6 -0.4 0.256
H -0.190462 3.942727 -2.369703 -1.5 0.1 -3.9 0.310
O -0.603934 4.025289 -3.369800 2.1 -1.9 3.9 -0.521
H 1.685803 -1.269717 4.220955 1.2 0.5 -3.1 0.230
H 2.218285 -0.673407 5.616439 -1.6 -2.0 -2.2 0.263
O 1.510347 -1.240913 5.111996 0.6 1.4 5.3 -0.631
H 0.204608 1.773947 2.439681 0.6 0.2 -0.7 0.171
H -1.238228 2.130866 2.588376 -1.8 0.7 -1.2 0.166
O -0.517234 1.780440 3.053192 1.3 0.0 1.6 -0.419
H 0.027991 0.704360 -0.204681 -0.4 -3.2 4.5 -0.205
H -0.616039 1.335296 -1.135263 1.0 0.4 -1.0 0.001
O 0.331385 1.144155 -0.917967 -0.7 3.0 -2.7 0.298
H -3.224079 1.988879 -0.242812 -0.2 -0.4 0.2 0.268
H -2.877399 0.449664 0.133424 0.3 2.0 0.0 0.190
O -2.616402 1.413805 0.250001 0.1 -1.4 -0.2 -0.454
H -3.754893 -1.699348 -0.102530 -3.8 5.6 2.7 0.098
O -3.310061 -2.374227 -0.405779 4.3 -5.8 -3.5 -0.163
H 2.056434 3.836269 3.202164 -0.6 0.1 -1.9 0.287
O 2.203284 4.454386 3.880771 1.3 -3.5 3.7 -0.600
H -0.683330 -1.998589 -0.186837 0.3 -1.3 1.0 0.082
H -0.825980 -1.694343 -1.692001 0.6 -0.3 -1.1 -0.049
O -0.891975 -1.344331 -0.828937 -1.0 3.2 -0.1 -0.024
H -0.916637 -0.134019 3.812796 -2.7 4.5 4.1 0.192
H 0.096072 -0.204113 2.871886 -0.6 -1.1 0.0 0.052
O -0.614799 -0.750943 3.275174 3.1 -4.0 -4.3 -0.052
H 3.356480 -1.350904 -1.810391 0.3 1.0 -0.9 0.214
H 4.573837 -0.605232 -2.217772 1.0 0.4 0.0 0.300
O 3.645107 -0.608468 -2.410335 -0.7 -1.3 0.8 -0.596
H 0.122852 4.161776 4.546532 5.7 -1.2 -5.2 0.330
H -0.596612 3.504799 5.562691 -0.4 0.0 0.3 0.340
O -0.487783 4.355410 5.120604 -5.4 1.1 4.9 -0.630
H -2.150168 -3.364506 -5.487774 -0.4 -7.7 3.2 0.265
O -2.115113 -2.579860 -5.818498 -1.6 6.5 -3.5 -0.611
H -2.634265 5.369057 -2.872568 1.8 4.4 -2.5 0.232
H -3.109135 3.881940 -3.222483 -0.1 -1.7 -2.8 0.257
O -2.923672 4.568757 -2.662603 -2.7 -2.5 5.8 -0.492
H 4.657713 0.413244 5.197567 0.3 0.7 0.4 0.293
H 4.689433 -0.626847 4.091581 -1.0 0.3 1.5 0.293
O 4.197986 -0.372665 4.932811 1.1 -1.4 -1.4 -0.587
H -4.726266 -5.149275 -1.063548 -2.4 0.7 -1.2 0.293
H -3.587150 -4.581965 -0.318887 -0.1 0.3 0.1 0.303
O -3.943603 -5.407038 -0.662307 2.4 -0.8 1.1 -0.654
H -1.975936 2.639439 -5.911191 -1.9 1.4 -2.2 0.252
H -0.755603 2.839874 -5.047778 -2.2 -2.3 -0.3 0.257
O -1.488988 2.139507 -5.324123 3.9 0.7 2.7 -0.509
H 4.549519 0.898506 3.027123 -1.7 1.7 2.9 0.199
H 4.126469 0.052041 1.890432 -5.0 -2.7 -2.3 0.363
O 4.784770 0.504873 2.249396 6.3 1.1 -0.9 -0.669
H 3.044160 -3.241418 -5.266567 -0.6 1.0 1.2 0.250
H 2.850642 -1.895771 -4.546006 1.5 4.8 -0.3 0.254
O 2.645610 -2.759182 -4.492712 -1.0 -5.8 -1.0 -0.482
H -1.636689 -4.839069 4.457603 0.0 -0.4 -1.1 0.336
O -1.979054 -5.383166 3.708575 -1.0 0.8 1.0 -0.618
H -1.464165 0.173623 -3.304734 -1.9 1.2 -0.8 -0.217
H -0.040823 0.019906 -3.916530 0.1 0.7 -1.4 -0.139
O -0.621616 -0.182259 -3.208864 1.6 -2.1 1.5 0.543
H -3.644099 -1.026503 -5.227092 0.4 -0.8 -0.4 0.348
O -4.079963 -0.190914 -5.090466 0.0 0.8 0.8 -0.643
H -5.609203 -1.720703 2.224659 0.7 0.3 -0.6 0.271
H -6.441293 -1.760931 0.995168 2.3 0.8 0.2 0.305
O -5.493732 -1.487249 1.277410 -3.1 -1.1 0.4 -0.585
H -1.404696 -3.068133 1.540671 0.4 -0.1 0.4 0.146
H 0.206967 -3.398780 1.435205 -1.1 0.2 0.7 0.221
O -0.587543 -2.983471 1.034924 0.1 -0.6 0.3 -0.162
H 2.474378 2.469659 3.707559 -0.1 0.4 0.1 0.146
H 2.487170 1.788210 5.035082 -1.3 0.5 3.0 0.219
O 2.824783 1.741912 4.194373 1.6 -1.1 -3.1 -0.307
H 0.181704 -1.605715 -5.167437 0.1 2.7 -2.0 0.226
H 0.375641 -1.503210 -6.647008 -0.2 1.0 0.0 0.324
O 0.067474 -0.886246 -5.945009 0.9 -3.7 2.2 -0.649
H -0.725574 -2.146469 4.373725 -2.0 0.0 -0.4 0.303
H 0.211088 -2.852521 4.793224 0.2 -1.7 1.2 0.363
O -0.755836 -3.032461 4.803688 1.8 1.5 -0.5 -0.608
H -1.750446 4.737702 2.516719 -1.6 -0.6 -0.5 0.273
H -2.925173 4.823394 1.176278 0.8 -0.8 1.8 0.367
O -2.178967 5.137523 1.740797 0.6 1.2 -1.0 -0.724
H -0.837456 0.279477 6.514062 3.2 3.1 -0.2 0.326
H 0.714205 0.957608 6.234026 -1.1 -0.8 0.1 0.278
O -0.200044 1.152892 6.510461 -2.2 -2.3 0.1 -0.637
H -5.760762 -0.970980 -1.128062 0.1 -0.3 -0.1 0.263
H -5.370686 -0.301843 -2.484552 -0.3 -0.1 0.7 0.344
O -5.661256 -0.125527 -1.566332 0.3 0.4 -0.8 -0.600
H 4.081119 2.233207 0.464059 2.7 -0.1 0.5 0.208
H 2.969239 2.860933 -0.247375 -0.2 -0.1 -0.6 0.164
O 3.168318 2.159206 0.378570 -2.6 0.1 0.0 -0.343
H 2.687076 -5.559266 -1.067758 -1.0 0.3 -0.5 0.326
H 1.455095 -4.813997 -0.825423 -3.7 4.4 6.1 0.252
O 1.812829 -5.294488 -1.431457 4.6 -5.0 -5.6 -0.524
H -5.194175 4.281755 -0.857453 1.7 -1.5 2.4 0.319
O -4.391155 3.974298 -0.247323 -1.6 2.4 -3.3 -0.669
H 4.331348 4.749579 -1.957257 -1.3 -2.8 -0.3 0.281
H 4.553915 3.393698 -2.593689 2.3 -2.0 -2.1 0.277
O 3.928801 3.797958 -2.078418 -1.1 4.8 2.6 -0.540
H -1.262680 -5.851324 3.314804 0.9 -0.4 -0.2 0.288
H -2.530896 -2.037112 -0.936165 -0.9 -0.1 1.2 0.307
H -3.445333 0.297154 -4.538323 -0.3 0.0 -0.5 0.270
H 2.079277 5.289682 3.596148 -0.9 4.1 -2.0 0.265
H -1.309956 -2.188332 -5.573437 1.3 1.1 0.2 0.355
H -3.784173 4.525595 -0.826380 0.1 -1.2 0.8 0.320
O -0.870109 -3.786404 -1.440587 -0.4 -1.7 1.4 -0.409
H -1.291361 -4.273613 -0.626764 0.9 1.4 -2.7 0.231
H -1.412963 -3.817544 -2.237560 -0.3 -0.7 0.5 0.223
O 0.789325 4.915400 1.538359 6.8 0.4 -0.1 -0.552
H 1.301693 4.273059 0.991902 -1.1 0.7 0.5 0.301
H -0.076068 4.769546 1.485256 -5.8 -1.1 -0.9 0.308
O 1.696420 -2.233977 -1.821481 0.2 -9.5 6.6 -0.288
H 1.051496 -3.067155 -1.843742 1.7 2.8 -0.6 -0.078
H 1.516715 -1.631506 -2.387418 -2.5 6.0 -6.4 0.025
O 1.672408 1.576501 -3.031174 5.8 -1.0 4.6 -0.586
H 1.017824 1.600639 -3.601947 -5.1 0.0 -3.9 0.213
H 1.585630 0.813547 -2.390463 -0.3 1.7 -1.3 0.129
O 2.222660 -0.664017 0.180256 -1.3 -7.8 3.3 0.275
H 2.287458 0.097577 -0.204207 1.0 7.7 -3.2 0.063
H 1.696200 -1.190364 -0.488530 0.6 0.4 1.0 -0.091
O 1.845686 -3.747652 1.338014 1.2 2.7 -2.4 -0.730
H 1.578630 -3.186654 0.480544 1.2 -1.5 2.6 0.208
H 2.653333 -3.224655 1.653275 -1.7 -1.0 -0.5 0.298
O 6.113279 -1.832282 -0.086158 -1.5 -0.1 1.6 -0.614
H 5.709742 -2.690401 -0.274350 0.4 -0.1 -0.4 0.315
H 5.581504 -1.618812 0.736075 1.2 0.3 -1.3 0.279
```
Forces are in eV/Å.

Kohn-Sham gap ... 0.3668 hartree
HOMO energy ... -10.36 eV
Lowest unoccupied orbital energy ... -0.383 eV
Net charge ... 0
F_max ... 0.2244 hartree/bohr